Version 1
Molecular formula: C7H13NO
Method: DFT, the ωB97M-V functional and the def2-TZVPD basis

Results
**Orbital gap**: 9.40 eV
**LUMO**: 0.81 eV
**Structure (SMILES)**: CC(C)=C(C)C.N=C=O

Each line ends with the Löwdin charge.
Element x y z (Å)
C (-0.1744, 0.0699, -1.9709)  -0.088
C (-0.2899, 0.3710, -0.5195)  -0.379
C (-0.4587, 1.8231, -0.3382)  -0.076
C (-0.1778, -0.5807, 0.4136)  -0.346
C (0.3117, -1.9538, 0.0645)  -0.071
C (-0.4667, -0.4986, 1.9178)  -0.056
H (-0.9361, 0.6295, -2.6133)  0.098
H (0.8246, 0.3741, -2.5289)  0.117
H (-0.2814, -1.0031, -2.1738)  0.059
H (-0.3681, 2.0826, 0.7370)  0.074
H (-1.3240, 2.3061, -0.7996)  0.084
H (0.4340, 2.2756, -0.7841)  0.085
H (-0.5030, -2.2935, -0.5616)  0.079
H (0.3006, -2.5280, 0.9624)  0.052
H (1.4028, -2.0149, -0.4178)  0.132
H (-1.0037, -1.4051, 2.1164)  0.058
H (-1.0373, 0.4933, 2.2027)  0.122
H (0.4325, -0.8855, 2.3690)  0.060
N (2.9066, 0.4042, 1.3551)  0.210
C (2.7844, 0.2201, 0.1843)  -0.447
O (2.9802, -0.0221, -0.9309)  0.155
H (2.2143, 0.7951, 1.9669)  0.077

---

Version 2
Molecular formula: C7H13NO
Method: DFT, the ωB97M-V functional and the def2-TZVPD basis

Results
**Orbital gap**: 9.15 eV
**LUMO**: 0.78 eV
**Structure (SMILES)**: CC(C)=C=O.C/C=N\C

Each line ends with the Löwdin charge.
Element x y z (Å)
C (-1.0916, -1.8170, -0.4512)  -0.013
C (-1.8889, -0.5724, -0.0011)  -0.332
C (-2.6897, -0.5998, 1.2289)  -0.086
C (-1.9029, 0.5119, -0.7242)  -0.172
O (-1.6744, 1.4823, -1.3465)  0.146
H (-0.9358, -2.5518, 0.2774)  0.066
H (-0.1377, -1.4523, -0.9075)  0.064
H (-1.5219, -2.1002, -1.3815)  0.065
H (-3.5235, -1.3423, 1.3019)  0.092
H (-3.1720, 0.4014, 1.4128)  0.099
H (-2.0068, -0.7773, 2.0368)  0.070
C (1.3251, 2.0814, 0.2691)  -0.071
C (1.7926, 0.8243, 0.8588)  -0.246
N (2.2633, -0.2344, 0.3710)  -0.027
C (2.4226, -0.3929, -0.9928)  -0.190
H (1.9556, 2.8694, 0.6863)  0.084
H (0.2947, 2.3549, 0.4565)  0.071
H (1.4329, 2.1075, -0.7946)  0.056
H (1.7136, 0.7308, 1.9615)  0.110
H (2.0737, -1.4267, -1.2074)  0.082
H (1.8762, 0.2154, -1.7325)  0.080
H (3.3950, -0.3120, -1.3217)  0.053

---

Most stable to least stable, the ends of the list are version 1 and version 2.

---

Version 1
Molecular formula: C3H14NO2
Method: DFT, the ωB97M-V functional and the def2-TZVPD basis

Results
**Net charge**: +1
**Orbital gap**: 12.61 eV
**LUMO**: -3.19 eV

Each line ends with the Löwdin charge.
Element x y z (Å)
C (1.9633, -0.3467, 1.5107)  -0.081
C (1.4454, 0.2070, 0.1341)  -0.190
N (-0.0921, 0.2745, 0.0456)  -0.073
C (-0.5800, 1.3902, 0.8586)  -0.043
H (3.0034, -0.8317, 1.4985)  0.107
H (1.8234, 0.3730, 2.3078)  0.064
H (1.3699, -1.3461, 1.5713)  0.097
H (1.8649, 1.2471, -0.1236)  0.135
H (1.7974, -0.5776, -0.7252)  0.164
H (-0.5661, -0.6222, 0.2878)  0.101
H (-0.5037, 0.4070, -0.9779)  0.121
H (-0.5034, 1.1846, 1.8781)  0.077
H (-1.6640, 1.6029, 0.8933)  0.116
H (-0.1283, 2.2717, 0.4148)  0.105
H (-0.6992, 1.7608, -2.4900)  0.123
H (-1.4528, 0.5099, -2.8460)  0.054
O (-1.3700, 1.1101, -2.1369)  -0.004
H (-1.4651, -2.9486, 0.5905)  0.092
H (-0.7973, -2.7126, -0.8766)  0.108
O (-0.9309, -2.3280, 0.0442)  -0.073

---

Version 2
Molecular formula: C3H14NO2
Method: DFT, the ωB97M-V functional and the def2-TZVPD basis

Results
**Net charge**: +1
**Orbital gap**: 13.11 eV
**LUMO**: -2.79 eV

Each line ends with the Löwdin charge.
Element x y z (Å)
C (-1.5363, -0.3460, -1.1344)  -0.056
C (-0.1754, 0.3239, -1.3025)  -0.191
N (0.7592, 0.0555, -0.1724)  -0.019
C (2.1964, -0.0614, -0.5407)  0.014
H (-2.1245, 0.0585, -0.3228)  0.077
H (-2.0625, -0.2409, -2.0819)  0.092
H (-1.3760, -1.4180, -1.0019)  0.076
H (0.2833, -0.0514, -2.2121)  0.121
H (-0.2423, 1.3980, -1.4631)  0.126
H (0.4694, -0.7900, 0.3462)  0.105
H (0.6628, 0.7965, 0.5282)  0.129
H (2.2827, -0.6409, -1.4542)  0.103
H (2.7112, -0.5954, 0.2496)  0.102
H (2.6326, 0.9251, -0.6258)  0.106
H (-0.9542, 2.9172, 0.6697)  0.070
H (-1.2115, 2.1819, 1.9794)  0.069
O (-0.6949, 2.1314, 1.1684)  -0.034
H (-1.0738, -2.5714, 1.1980)  0.072
H (0.1450, -2.5648, 2.1232)  0.076
O (-0.2580, -2.0882, 1.3857)  -0.038

---

Version 3
Molecular formula: C3H14NO2
Method: DFT, the ωB97M-V functional and the def2-TZVPD basis

Results
**Net charge**: +1
**Orbital gap**: 11.91 eV
**LUMO**: -3.09 eV

Each line ends with the Löwdin charge.
Element x y z (Å)
C (0.5055, 0.6405, -0.7548)  -0.165
C (0.3099, -0.7934, -0.3672)  -0.271
C (1.5013, -1.6410, -0.8399)  -0.061
N (-0.6551, 1.5119, -0.2846)  0.175
H (0.5419, 0.8235, -1.8292)  0.136
H (1.4008, 1.0799, -0.3253)  0.119
H (0.0874, -0.8768, 0.6902)  0.085
H (-0.6447, -1.1912, -0.7281)  0.107
H (2.3833, -0.9992, -0.8985)  0.079
H (1.3166, -2.0081, -1.8437)  0.085
H (1.7226, -2.3741, -0.1000)  0.071
H (-0.3751, 1.8549, 0.6396)  0.149
H (-1.5054, 0.9766, 0.0164)  0.099
H (-0.9271, 2.2943, -0.8728)  0.166
H (-3.3401, -0.6257, 0.6457)  0.085
H (-3.6209, 0.3736, -0.4708)  0.079
O (-2.9003, -0.0386, 0.0191)  -0.030
H (1.9736, 0.8372, 2.3038)  0.068
H (1.0999, -0.2446, 2.8604)  0.070
O (1.1259, 0.4003, 2.1398)  -0.049

---

Most stable to least stable, the ends of the list are version 2 and version 1.